This record from the Open Molecules 2025 dataset describes C3H7NS as an isolated structure. The level of theory is ωB97M-V/def2-TZVPD.

```
! wB97M-V def2-TZVPD RIJCOSX def2/J DEFGRID3
* xyz 0 1
C 1.3188 -0.7669 -0.4384
C 0.1819 0.2306 -0.2589
C -0.9415 -0.0701 0.6292
N 1.1831 1.4384 0.3763
S 2.4592 0.7323 -0.6730
H 1.3558 -1.1542 0.5945
H 1.2478 -1.6186 -1.1384
H -0.1738 0.5073 -1.2861
H -1.8406 -0.4690 0.0549
H -1.2996 0.7934 1.0815
H -0.7488 -0.7885 1.5084
H 0.7639 2.3308 -0.0282
*
```

The value obtained for the HOMO-LUMO gap is 9.0 eV. The calculation puts the HOMO energy at -8.19 eV. As for the total energy: -15547.6135 eV.